No. 1
Formula: C43H50Br2F6GeKN3O4PSbSe
Source: the OMol25 dataset
Level of theory: ωB97M-V/def2-TZVPD

Last column: Mulliken charge in e.
Atoms and positions in Å:
1 K -0.988 -0.290 -1.299  1.082
2 C 1.299 6.197 3.208  -0.511
3 C 1.344 5.896 1.853  -0.577
4 C 0.706 4.761 1.373  -0.548
5 C -0.005 3.921 2.237  0.043
6 C -0.046 4.237 3.594  -0.289
7 C 0.607 5.365 4.077  -0.670
8 P -0.771 2.446 1.469  1.546
9 C -1.040 1.372 2.932  0.071
10 C -2.292 1.009 3.416  -0.536
11 C -2.409 0.099 4.461  -0.519
12 C -1.277 -0.442 5.051  -0.474
13 C -0.020 -0.074 4.583  -0.311
14 C 0.090 0.813 3.526  -0.154
15 C -2.465 3.007 1.078  0.104
16 C -2.963 4.249 1.450  -0.766
17 C -4.242 4.646 1.072  -0.829
18 C -5.035 3.793 0.310  -0.665
19 C -4.564 2.555 -0.084  -0.490
20 C -3.275 2.152 0.298  -0.861
21 H 1.805 7.078 3.586  0.366
22 H 1.883 6.540 1.168  0.417
23 H 0.759 4.514 0.317  0.424
24 H -0.587 3.592 4.274  0.458
25 H 0.571 5.595 5.135  0.402
26 H -3.189 1.406 2.957  0.395
27 H -3.395 -0.194 4.801  0.358
28 H -1.370 -1.156 5.861  0.388
29 H 0.873 -0.504 5.023  0.346
30 H 1.072 1.052 3.132  -0.045
31 H -2.345 4.919 2.035  0.399
32 H -4.614 5.618 1.374  0.404
33 H -6.034 4.099 0.020  0.390
34 H -5.159 1.873 -0.675  0.513
35 Br 2.239 3.869 -2.575  -0.248
36 C 1.084 2.980 -3.805  0.566
37 C 0.858 3.579 -5.053  -0.529
38 C -0.012 3.020 -5.937  -0.087
39 Br -0.285 3.867 -7.618  -0.289
40 C -0.711 1.823 -5.609  0.849
41 C -1.659 1.198 -6.452  -0.827
42 C -2.299 0.066 -6.036  -1.187
43 C -1.980 -0.473 -4.775  -0.066
44 N -1.084 0.067 -3.983  0.379
45 C -0.461 1.211 -4.360  -0.438
46 C 0.456 1.808 -3.375  -0.662
47 O 0.631 1.274 -2.234  0.084
48 H 1.380 4.494 -5.299  0.416
49 H -1.881 1.638 -7.414  0.302
50 H -3.050 -0.414 -6.648  0.442
51 H -2.497 -1.356 -4.399  0.345
52 O -3.414 0.322 -0.987  -0.687
53 N -2.729 0.927 -0.028  0.810
54 F -2.085 -2.260 -0.769  -0.028
55 Sb -3.966 -1.830 -1.057  1.871
56 F -5.816 -1.627 -0.647  -0.520
57 F -3.768 -1.422 0.859  -0.689
58 F -4.260 -3.616 -0.361  -0.624
59 F -4.562 -0.863 -2.634  -0.578
60 F -3.469 -2.932 -2.617  -0.541
61 C 5.954 -0.657 2.560  -1.296
62 Ge 4.822 0.404 1.378  0.866
63 C 3.713 1.644 2.390  -1.043
64 C 5.932 1.388 0.104  -1.305
65 C 3.679 -0.922 0.455  -0.990
66 Se 2.332 -0.163 -0.694  1.758
67 C 3.474 0.498 -2.111  -1.043
68 H 6.602 -0.002 3.147  0.380
69 H 6.585 -1.341 1.990  0.382
70 H 5.345 -1.244 3.249  0.365
71 H 4.348 2.428 2.808  0.449
72 H 3.214 1.140 3.219  0.327
73 H 2.949 2.129 1.778  0.222
74 H 6.747 1.868 0.650  0.407
75 H 5.370 2.172 -0.405  0.402
76 H 6.371 0.732 -0.648  0.369
77 H 3.082 -1.468 1.187  0.017
78 H 4.271 -1.630 -0.124  0.626
79 H 3.851 1.468 -1.796  0.043
80 H 2.818 0.619 -2.965  0.366
81 H 4.260 -0.233 -2.275  0.431
82 O -1.136 -1.253 1.606  1.376
83 C -0.268 -2.224 1.514  -1.228
84 O 0.919 -1.986 1.326  -0.515
85 C -0.791 -3.651 1.600  1.284
86 N -2.204 -3.686 1.907  -0.101
87 C -2.461 -4.591 3.012  -0.843
88 C -1.179 -4.483 3.830  -0.282
89 C -0.107 -4.435 2.739  -0.807
90 H -0.546 -4.087 0.626  -0.384
91 H -2.834 -3.746 1.113  -0.234
92 H -2.068 -1.590 1.584  -0.153
93 H -2.616 -5.633 2.692  0.339
94 H -3.348 -4.281 3.568  0.399
95 H -1.041 -5.309 4.528  0.466
96 H -1.186 -3.547 4.397  -0.096
97 H 0.128 -5.446 2.399  0.425
98 H 0.829 -3.969 3.048  0.296
99 C 1.914 -4.001 -4.153  -1.841
100 C 1.031 -3.873 -2.903  2.515
101 C 1.191 -5.113 -2.015  -1.394
102 C -0.439 -3.690 -3.310  -1.473
103 C 1.468 -2.687 -2.154  0.044
104 C 1.816 -1.696 -1.569  -1.122
105 H 1.619 -4.893 -4.710  0.413
106 H 2.970 -4.092 -3.888  0.390
107 H 1.790 -3.133 -4.802  0.361
108 H 0.862 -5.992 -2.573  0.424
109 H 0.577 -5.031 -1.118  0.164
110 H 2.230 -5.261 -1.715  0.393
111 H -0.763 -4.567 -3.876  0.523
112 H -0.556 -2.809 -3.944  0.098
113 H -1.102 -3.566 -2.454  -0.098

Its HOMO-LUMO gap (spin up / spin down) is 0.228 / 0.241 Eh. As for the total charge: -1. The value obtained for the energy is -368470.5092 eV. For the largest force on an atom, the calculation gives 1.09 eV/A. The LUMO energy (spin up / spin down) comes out at 1.548 / 1.548 eV. As for the spin multiplicity: 2. The highest occupied orbital energy (spin up / spin down) comes out at -4.6 / -5.0 eV.

=====

No. 2
Formula: C43H52BHgN9O3S3
Source: the OMol25 dataset
Level of theory: ωB97M-V/def2-TZVPD

Last column: Mulliken charge in e.
Atoms and positions in Å:
1 Hg 1.407 0.171 2.214  2.502
2 C -3.763 1.467 2.540  -1.898
3 C -2.849 1.742 1.392  -0.144
4 C -2.884 2.912 0.689  -0.624
5 C -1.947 3.131 -0.350  -0.222
6 N -1.090 2.215 -0.683  -0.642
7 N -1.084 1.034 -0.049  0.729
8 B -0.212 0.024 -0.658  -1.126
9 N -0.822 -1.279 -0.998  0.541
10 N -2.140 -1.245 -1.243  -0.617
11 C -2.757 -2.323 -1.605  0.088
12 C -2.058 -3.549 -1.779  -0.629
13 C -0.731 -3.616 -1.490  0.438
14 C 0.064 -4.875 -1.599  -1.708
15 C -0.071 -2.426 -1.040  0.264
16 S 1.519 -2.381 -0.533  -0.190
17 C -4.254 -2.207 -1.853  2.339
18 C -4.515 -2.344 -3.359  -1.762
19 C -4.983 -3.322 -1.092  -1.822
20 C -4.771 -0.854 -1.360  -1.861
21 N 0.904 0.474 -1.505  0.474
22 N 0.845 -0.009 -2.756  -0.453
23 C 1.785 0.278 -3.613  -0.303
24 C 2.908 1.038 -3.242  -0.637
25 C 2.986 1.536 -1.960  0.398
26 C 4.178 2.302 -1.486  -1.773
27 C 1.922 1.281 -1.072  0.791
28 S 1.858 2.000 0.477  -0.554
29 C 1.527 -0.239 -5.024  2.321
30 C 1.385 -1.767 -4.973  -1.466
31 C 2.646 0.141 -5.992  -2.282
32 C 0.204 0.371 -5.513  -1.608
33 C -1.886 0.752 1.036  1.863
34 S -1.674 -0.685 1.873  -0.269
35 C -1.862 4.399 -1.198  2.285
36 C -2.068 4.001 -2.669  -1.621
37 C -2.919 5.427 -0.801  -2.256
38 C -0.462 5.004 -1.025  -1.407
39 H -4.405 2.325 2.744  0.422
40 H -3.170 1.232 3.426  0.310
41 H -4.374 0.588 2.331  0.274
42 H -3.613 3.669 0.943  0.552
43 H -2.581 -4.435 -2.117  0.371
44 H -0.574 -5.724 -1.845  0.412
45 H 0.583 -5.064 -0.658  0.348
46 H 0.835 -4.759 -2.362  0.286
47 H -4.169 -3.310 -3.732  0.351
48 H -3.992 -1.558 -3.906  0.316
49 H -5.584 -2.258 -3.566  0.460
50 H -4.729 -4.309 -1.481  0.340
51 H -6.063 -3.190 -1.183  0.473
52 H -4.719 -3.289 -0.033  0.350
53 H -4.282 -0.036 -1.888  0.271
54 H -4.561 -0.736 -0.295  0.297
55 H -5.850 -0.789 -1.519  0.527
56 H 3.713 1.224 -3.939  0.514
57 H 4.938 2.357 -2.265  0.411
58 H 4.592 1.812 -0.603  0.299
59 H 3.889 3.308 -1.179  0.301
60 H 2.309 -2.229 -4.622  0.364
61 H 1.153 -2.156 -5.968  0.436
62 H 0.584 -2.039 -4.286  0.187
63 H 3.596 -0.310 -5.698  0.421
64 H 2.772 1.224 -6.048  0.437
65 H 2.395 -0.221 -6.991  0.417
66 H -0.587 0.154 -4.796  0.220
67 H -0.070 -0.048 -6.484  0.413
68 H 0.291 1.455 -5.615  0.370
69 H -3.070 3.591 -2.817  0.344
70 H -1.342 3.240 -2.950  0.294
71 H -1.945 4.871 -3.319  0.413
72 H -3.927 5.030 -0.941  0.395
73 H -2.813 6.315 -1.427  0.422
74 H -2.802 5.730 0.241  0.421
75 H 0.297 4.250 -1.231  0.166
76 H -0.323 5.356 0.000  0.302
77 H -0.326 5.846 -1.708  0.423
78 O 5.354 -2.170 1.038  -0.774
79 C 5.007 -3.302 1.674  0.186
80 C 5.693 -4.477 1.361  -0.647
81 C 5.367 -5.669 1.978  -0.305
82 C 4.365 -5.704 2.944  -0.728
83 C 3.693 -4.540 3.270  -0.425
84 C 3.987 -3.334 2.639  0.279
85 C 3.195 -2.105 2.916  0.905
86 O 3.432 -1.056 2.210  -1.061
87 N 2.296 -2.195 3.874  -0.996
88 N 1.488 -1.095 3.988  0.472
89 C 0.921 -0.888 5.118  -0.885
90 C 0.020 0.188 5.481  0.859
91 C -0.516 0.113 6.777  -0.763
92 C -1.377 1.057 7.289  -0.837
93 C -1.737 2.140 6.482  -0.393
94 C -1.221 2.264 5.216  -0.537
95 C -0.321 1.314 4.652  0.286
96 O 0.135 1.535 3.471  -0.953
97 H 4.687 -1.491 1.327  0.445
98 H 6.474 -4.421 0.612  0.410
99 H 5.890 -6.577 1.702  0.366
100 H 4.108 -6.636 3.432  0.384
101 H 2.911 -4.528 4.017  0.444
102 H 1.162 -1.601 5.910  0.239
103 H -0.239 -0.739 7.389  0.330
104 H -1.770 0.963 8.294  0.366
105 H -2.428 2.886 6.859  0.402
106 H -1.488 3.107 4.589  0.373
107 C 2.213 3.995 3.955  -0.763
108 C 2.841 2.689 3.891  0.491
109 N 3.299 1.638 3.841  -0.387
110 H 2.973 4.772 4.023  0.390
111 H 1.552 4.037 4.819  0.255
112 H 1.623 4.132 3.049  0.080

Its HOMO-LUMO gap (spin up / spin down) is 0.185 / 0.220 Eh. As for the total charge: -1. The value obtained for the energy is -102348.8890 eV. For the largest force on an atom, the calculation gives 1.33 eV/A. The LUMO energy (spin up / spin down) comes out at 1.802 / 1.667 eV. As for the spin multiplicity: 2. The highest occupied orbital energy (spin up / spin down) comes out at -3.2 / -4.3 eV.